Entry 1:
Below is a cluster of 11 separate species, H22O11 in total, with properties calculated with the ωB97M-V functional and the def2-TZVPD basis.

The molar mass is 198.2 g mol⁻¹. The value obtained for the HOMO-LUMO gap is 10.69 eV. For the energy relative to the best compared isomer or geometry (same formula, charge and spin), the calculation gives 253.2 kJ/mol. For the HOMO energy, the calculation gives -10.4873 eV. The SMILES is O.O.O.O.O.O.O.O.O.O.O. The charge is 0.

Each line ends with the Mulliken charge.
Atoms and positions in Å:
O  -0.10  -0.28  4.05  -0.584
H  0.66  0.20  4.35  0.264
H  0.00  -0.80  3.23  0.371
O  1.19  2.68  -2.92  -0.619
H  0.70  3.50  -3.09  0.311
H  1.72  2.91  -2.14  0.312
O  -1.06  0.13  -3.58  -0.642
H  -0.22  -0.31  -3.57  0.294
H  -1.03  1.06  -3.37  0.338
O  2.03  -3.26  0.75  -0.616
H  2.48  -3.06  -0.07  0.311
H  2.32  -2.72  1.49  0.353
O  -2.53  3.90  0.16  -0.627
H  -2.84  3.25  -0.48  0.321
H  -2.43  4.73  -0.32  0.304
O  -1.19  2.51  3.69  -0.598
H  -0.51  2.62  3.03  0.314
H  -0.77  2.58  4.55  0.285
O  -0.12  -0.21  1.44  -0.745
H  -0.84  0.34  1.76  0.388
H  -0.50  -0.82  0.77  0.381
O  -3.70  0.97  -3.05  -0.611
H  -3.13  0.26  -3.37  0.322
H  -4.56  0.55  -3.07  0.300
O  3.27  -1.57  2.81  -0.640
H  4.14  -1.23  3.02  0.303
H  2.69  -0.88  3.17  0.285
O  1.98  -2.87  -2.86  -0.666
H  2.38  -3.69  -3.11  0.324
H  1.54  -2.63  -2.05  0.316
O  -0.48  -2.41  -0.16  -0.632
H  0.05  -3.21  -0.22  0.298
H  -1.14  -2.22  -0.82  0.286



Entry 2:
Below is the ion C8H6NO3 with charge -1, with properties calculated with the ωB97M-V functional and the def2-TZVPD basis.

The molar mass is 164.1 g mol⁻¹. The value obtained for the HOMO-LUMO gap is 7.38 eV. For the energy relative to the best compared isomer or geometry (same formula, charge and spin), the calculation gives 189.2 kJ/mol. For the HOMO energy, the calculation gives -3.9163 eV. The SMILES is O=C1C[C@H]2C1=CC=CN2C(=O)[O-]. The charge is -1.

Each line ends with the Mulliken charge.
Atoms and positions in Å:
O  -2.64  0.96  -1.09  -0.759
C  -1.79  0.85  -0.20  0.240
C  -0.64  1.84  0.20  -0.725
C  0.12  0.66  0.78  0.397
C  -1.06  -0.19  0.48  -0.319
C  -1.43  -1.57  0.39  -0.172
C  -0.28  -2.26  0.02  -0.850
C  0.67  -1.28  -0.34  0.205
N  0.94  -0.03  -0.16  0.025
C  2.33  0.61  -0.41  0.564
O  2.48  1.52  0.38  -0.646
O  3.03  0.03  -1.20  -0.673
H  -0.21  2.20  -0.73  0.240
H  -0.84  2.71  0.92  0.202
H  0.62  0.81  1.78  0.423
H  -2.54  -1.84  0.38  0.326
H  -0.41  -3.26  -0.35  0.301
H  1.65  -1.74  -0.86  0.222



Entry 3:
Below is a cluster of 5 separate species, C3H14N2O7 in total, with properties calculated with the ωB97M-V functional and the def2-TZVPD basis.

The molar mass is 190.2 g mol⁻¹. The value obtained for the HOMO-LUMO gap is 10.09 eV. For the energy relative to the best compared isomer or geometry (same formula, charge and spin), the calculation gives 0.0 kJ/mol. For the HOMO energy, the calculation gives -9.8534 eV. The SMILES is NC(=O)CNC(=O)O.O.O.O.O. The charge is 0.

Each line ends with the Mulliken charge.
Atoms and positions in Å:
N  -1.45  -0.87  2.37  -0.270
C  -0.22  -1.29  2.75  0.571
O  -0.05  -2.10  3.64  -0.627
C  0.99  -0.64  2.07  -0.602
N  0.82  -0.38  0.64  0.076
C  1.35  -1.16  -0.34  0.563
O  1.05  -1.08  -1.52  -0.645
O  2.27  -2.01  0.12  -0.509
H  -1.62  -0.25  1.58  0.155
H  -2.24  -1.27  2.82  0.228
H  1.83  -1.30  2.22  0.331
H  1.23  0.31  2.55  0.287
H  0.01  0.13  0.34  0.200
H  2.70  -2.49  -0.58  0.363
O  -1.64  -0.11  -2.39  -0.779
H  -1.02  -0.83  -2.21  0.317
H  -1.05  0.51  -2.90  0.481
O  -1.76  1.07  -0.04  -0.840
H  -1.78  0.57  -0.93  0.437
H  -2.46  1.71  -0.08  0.292
O  0.43  2.65  -0.71  -0.754
H  -0.39  2.17  -0.48  0.422
H  1.15  2.28  -0.21  0.315
O  0.38  1.50  -3.23  -0.774
H  0.37  2.06  -2.42  0.453
H  1.06  0.84  -3.09  0.307



Look up the energy relative to the best compared isomer or geometry (same formula, charge and spin) of the second one.
189.2 kJ/mol



Which value of charge does entry 1 give?
0



Among the records above, which one has the highest HOMO energy?
C8H6NO3



Among the records above, which one has the lowest molar mass?
C8H6NO3